The following is a quantum chemistry calculation of a 9-piece molecular cluster, C23H66F6N4O11P overall in a non-equilibrium geometry, from OMol25.

Bonds (Å) are listed after each position.
Positions of all 111 atoms, in Å:
1 P -1.294 -0.878 -0.294  F2 1.626, F3 1.670, F4 1.636, F5 1.604, F6 1.617, F7 1.608
2 F -0.396 0.347 0.287  P1 1.626
3 F 0.087 -1.656 -0.818  P1 1.670
4 F -1.254 -1.504 1.217  P1 1.636
5 F -2.085 -2.123 -0.925  P1 1.604
6 F -2.707 -0.238 0.164  P1 1.617
7 F -1.301 -0.182 -1.743  P1 1.608
8 C 2.377 -3.025 1.083  O9 1.446, H10 1.087, H11 1.090, H12 1.090
9 O 1.278 -3.697 0.428  C8 1.446, H13 0.973
10 H 2.947 -3.735 1.677  C8 1.087
11 H 3.056 -2.625 0.329  C8 1.090
12 H 1.946 -2.223 1.682  C8 1.090
13 H 0.887 -3.120 -0.251  O9 0.973
14 C -1.837 3.707 0.145  C15 1.532, H20 1.087, H21 1.090, H22 1.090
15 C -0.761 4.336 1.036  C14 1.532, C16 1.548, N19 1.474, H23 1.094
16 C -0.731 3.731 2.460  C15 1.548, O17 1.411, H24 1.096, H25 1.098
17 O -1.948 4.053 3.097  C16 1.411, C18 1.403
18 C -2.104 3.481 4.369  O17 1.403, H26 1.090, H27 1.094, H28 1.097
19 N 0.551 4.263 0.367  C15 1.474, H29 1.018, H30 1.013
20 H -2.812 4.061 0.472  C14 1.087
21 H -1.679 2.629 0.186  C14 1.090
22 H -1.655 4.054 -0.872  C14 1.090
23 H -1.107 5.366 1.162  C15 1.094
24 H 0.157 4.079 3.000  C16 1.096
25 H -0.671 2.638 2.364  C16 1.098
26 H -2.899 3.988 4.917  C18 1.090
27 H -1.211 3.463 5.000  C18 1.094
28 H -2.444 2.438 4.348  C18 1.097
29 H 1.198 4.745 0.987  N19 1.018
30 H 0.840 3.292 0.387  N19 1.013
31 C -2.060 0.317 -5.534  C32 1.521, H37 1.095, H38 1.089, H39 1.093
32 C -0.561 0.271 -5.282  C31 1.521, C33 1.539, N36 1.454, H40 1.094
33 C -0.032 1.659 -4.878  C32 1.539, O34 1.411, H41 1.099, H42 1.098
34 O 0.105 2.511 -5.994  C33 1.411, C35 1.451
35 C 1.154 3.499 -5.826  O34 1.451, H43 1.090, H44 1.088, H45 1.091
36 N -0.304 -0.712 -4.242  C32 1.454, H46 1.026, H47 1.015
37 H -2.394 -0.597 -6.035  C31 1.095
38 H -2.437 1.146 -6.133  C31 1.089
39 H -2.639 0.259 -4.609  C31 1.093
40 H 0.111 -0.045 -6.086  C32 1.094
41 H 0.964 1.461 -4.455  C33 1.099
42 H -0.650 2.062 -4.066  C33 1.098
43 H 1.084 3.986 -4.853  C35 1.090
44 H 0.878 4.158 -6.645  C35 1.088
45 H 2.083 2.936 -5.933  C35 1.091
46 H -0.732 -0.419 -3.357  N36 1.026
47 H 0.675 -0.832 -4.005  N36 1.015
48 C 2.196 1.952 -1.431  C49 1.521, H54 1.092, H55 1.095, H56 1.090
49 C 3.162 0.780 -1.519  C48 1.521, C50 1.543, N53 1.452, H57 1.093
50 C 4.464 1.060 -0.742  C49 1.543, O51 1.414, H58 1.098, H59 1.093
51 O 5.266 2.146 -1.162  C50 1.414, C52 1.407
52 C 5.558 2.193 -2.537  O51 1.407, H60 1.098, H61 1.096, H62 1.088
53 N 2.555 -0.354 -0.843  C49 1.452, H63 1.018, H64 1.011
54 H 1.282 1.772 -1.999  C48 1.092
55 H 2.588 2.932 -1.725  C48 1.095
56 H 1.858 2.087 -0.404  C48 1.090
57 H 3.305 0.619 -2.590  C49 1.093
58 H 5.122 0.182 -0.749  C50 1.098
59 H 4.190 1.241 0.300  C50 1.093
60 H 4.662 2.263 -3.168  C52 1.098
61 H 6.058 1.270 -2.851  C52 1.096
62 H 6.078 3.142 -2.654  C52 1.088
63 H 2.362 -0.077 0.117  N53 1.018
64 H 1.611 -0.585 -1.117  N53 1.011
65 C 6.225 0.713 2.761  C66 1.525, H71 1.090, H72 1.086, H73 1.097
66 C 4.810 0.768 3.328  C65 1.525, C67 1.543, N70 1.483, H74 1.098
67 C 3.955 -0.507 3.175  C66 1.543, O68 1.406, H75 1.088, H76 1.098
68 O 2.605 -0.348 3.538  C67 1.406, C69 1.412
69 C 1.711 0.445 2.786  O68 1.412, H77 1.093, H78 1.090, H79 1.096
70 N 4.978 1.002 4.782  C66 1.483, H80 1.019, H81 1.023
71 H 6.685 -0.262 2.917  C65 1.090
72 H 6.864 1.534 3.070  C65 1.086
73 H 6.062 0.791 1.679  C65 1.097
74 H 4.281 1.642 2.926  C66 1.098
75 H 4.350 -1.294 3.815  C67 1.088
76 H 4.109 -0.842 2.141  C67 1.098
77 H 1.953 1.449 2.427  C69 1.093
78 H 0.784 0.444 3.358  C69 1.090
79 H 1.453 -0.157 1.906  C69 1.096
80 H 5.297 1.963 4.902  N70 1.019
81 H 4.038 1.092 5.177  N70 1.023
82 C -0.520 -3.089 4.122  C83 1.542, O85 1.412, H86 1.095, H87 1.094
83 C -2.055 -3.205 4.209  C82 1.542, O84 1.414, H88 1.099, H89 1.091
84 O -2.532 -3.374 2.889  C83 1.414, H90 0.966
85 O 0.116 -4.296 3.760  C82 1.412, H91 0.962
86 H -0.074 -2.745 5.061  C82 1.095
87 H -0.192 -2.290 3.450  C82 1.094
88 H -2.494 -2.336 4.717  C83 1.099
89 H -2.391 -4.061 4.796  C83 1.091
90 H -2.241 -2.621 2.357  O84 0.966
91 H -0.224 -4.661 2.937  O85 0.962
92 C -5.543 -1.606 1.585  C93 1.508, O95 1.432, H96 1.093, H97 1.099
93 C -7.048 -1.690 1.641  C92 1.508, O94 1.420, H98 1.098, H99 1.098
94 O -7.477 -3.010 1.344  C93 1.420, H100 0.961
95 O -5.013 -1.618 0.256  C92 1.432, H101 0.969
96 H -5.166 -2.458 2.156  C92 1.093
97 H -5.291 -0.568 1.843  C92 1.099
98 H -7.515 -0.912 1.022  C93 1.098
99 H -7.366 -1.362 2.639  C93 1.098
100 H -8.373 -3.113 1.675  O94 0.961
101 H -4.118 -1.256 0.345  O95 0.969
102 C -3.106 -4.729 -2.950  C103 1.528, O105 1.421, H106 1.091, H107 1.097
103 C -3.835 -3.455 -3.376  C102 1.528, O104 1.430, H108 1.095, H109 1.089
104 O -4.968 -3.385 -2.507  C103 1.430, H110 0.962
105 O -3.934 -5.880 -3.049  C102 1.421, H111 0.957
106 H -2.739 -4.550 -1.939  C102 1.091
107 H -2.270 -4.826 -3.653  C102 1.097
108 H -4.054 -3.650 -4.431  C103 1.095
109 H -3.214 -2.592 -3.141  C103 1.089
110 H -5.019 -2.521 -2.087  O104 0.962
111 H -3.494 -6.518 -3.611  O105 0.957

Calculated values
F_max in Eh/bohr: 0.0438
LUMO in eV: 2.2
Frontier orbital gap in hartree: 0.331
Charge: -1

Löwdin population analysis, charges in e, atoms 1 to 6:
1 P 0.2508
2 F -0.1538
3 F -0.1950
4 F -0.1525
5 F -0.1188
6 F -0.1441